Record 1
Entry from the Open Molecules 2025 dataset: a cluster of 4 separate species, C3H14O3S2 in total in a non-equilibrium geometry (ωB97M-V with the def2-TZVPD basis set).

XYZ file:
```
22
Properties=species:S:1:pos:R:3:forces:R:3
C -0.936537 -0.264703 1.216929 1.7755 -0.3141 -1.6886
C 0.132918 0.638448 1.872602 -0.7122 -2.1610 1.5361
S 1.380796 1.363779 0.886511 -0.7139 1.3003 -1.8371
S 0.263830 1.934306 -0.835383 1.5631 0.3105 0.5513
C -0.085833 0.458269 -1.862281 -0.2632 0.2668 1.2601
H -1.705728 0.283100 0.661440 0.2460 0.0041 0.5878
H -1.370281 -0.993439 1.878547 -0.1687 0.0001 0.5567
H -0.368844 -0.843161 0.463680 -0.5066 -0.1937 0.2798
H -0.405366 1.368607 2.403330 -0.3281 1.3025 0.8790
H 0.739662 0.047193 2.625450 -0.7031 0.5090 -0.6691
H 0.660731 -0.323361 -1.628905 -0.3751 0.4085 -0.5099
H -1.084033 0.144908 -1.472581 0.7164 -0.0605 -1.0755
H -0.038744 0.891498 -2.878546 -0.2096 -0.7689 0.4078
H 2.324055 -0.266040 0.355898 -0.1334 -0.9046 -0.4685
H 3.392942 -1.358852 0.416263 -0.4188 -0.1800 -0.2994
O 2.498904 -1.202692 0.064041 0.9855 0.2212 0.4592
H 0.451270 -3.074017 -1.859188 -0.2022 0.0778 0.8709
H 1.308041 -2.711005 -0.676544 1.2206 0.5459 0.5985
O 0.410079 -2.893555 -0.896397 -1.1201 -0.5658 -1.4858
H -1.720936 2.432600 -0.265991 -1.8617 -0.9020 0.7791
H -3.236958 2.317157 -0.535943 -2.3097 1.0092 -2.1033
O -2.609968 2.050960 0.067068 3.5192 0.0945 1.3707
```
Positions in Å, forces in eV/Å.

Calculated values
F_max = 0.0735 hartree/bohr
Spin multiplicity = 1
ΔE to the lowest compared entry with this formula, charge and spin = 20.7 kcal per mole
SMILES = CCSSC.O.O.O
Total charge = 0

Atomic partial charges in e from the natural (NBO) method, atoms 1 to 4: -0.65 -0.57 0.16 0.04

---

Record 2
Entry from the Open Molecules 2025 dataset: a structure of composition C23H47Br3N5O in a non-equilibrium geometry (ωB97M-V with the def2-TZVPD basis set).

XYZ file:
```
79
Properties=species:S:1:pos:R:3:forces:R:3
C 3.264449 -5.053932 1.705797 -0.3641 -0.0835 -0.4328
C 3.184665 -5.169259 0.153931 -0.3331 0.0732 0.7042
C 3.643666 -3.904539 -0.619343 0.1503 -0.6375 0.1211
C 4.838901 -3.174619 0.037495 -0.2468 0.5385 -1.3404
C 5.173309 -1.858512 -0.746717 -0.0977 -0.6026 -0.0665
C 5.372013 -0.622417 0.158688 0.1066 -0.2874 -0.5285
C 4.072827 -0.025823 0.719104 -0.2743 -0.8829 0.9804
N 3.331400 0.808835 -0.229482 1.9153 -0.9049 -0.2175
C 3.539934 0.861753 -1.534958 -0.3193 0.4081 -0.4001
N 2.698834 1.675996 -2.111044 -0.5247 0.5246 -1.2044
C 1.910178 2.183212 -1.138024 1.1663 -0.6407 -1.6806
N 0.906515 3.034787 -1.290838 0.0161 -0.0394 0.6548
C 0.362630 3.643902 -2.513807 -1.4551 1.1571 -0.8282
N 0.984805 3.320860 -3.751074 0.2006 -0.9272 -0.2331
C 0.547518 2.034315 -4.326015 0.5556 -0.0031 -0.1115
N 2.322115 1.663361 0.012528 -1.1782 0.7674 2.2761
C 1.779394 1.958687 1.331938 -0.5690 -0.2290 0.8078
C 0.383228 1.329372 1.604216 -0.1724 0.5533 1.1108
C -0.757089 2.399595 1.697261 -0.4604 -0.6806 -0.6261
C -2.064504 1.902371 1.006586 0.0137 0.6345 0.3113
C -2.968796 1.095316 1.972441 0.5089 -0.4236 0.0473
C -2.751891 -0.439839 1.886101 -0.5585 0.6153 0.0212
C -3.489176 -1.100903 0.708887 -0.1516 -0.3458 0.4707
C -5.029673 -1.172700 0.925799 -0.0793 0.0225 -0.1916
C -5.596462 -2.600116 0.743343 -0.1490 -0.1256 -0.6846
C -6.198799 -2.825005 -0.671298 -0.0133 -0.4887 0.7952
O -5.418117 -2.174955 -1.658354 -0.5051 0.3883 0.1063
C -6.200632 -1.534036 -2.649505 -0.1024 -0.0270 -0.4597
H 2.432913 -5.618431 2.146433 0.2938 0.0784 0.0108
H 3.147877 -4.009722 2.028149 0.0725 -0.3136 0.0593
H 4.199577 -5.473089 2.096192 -0.1711 0.3231 -0.0172
H 3.751882 -6.063225 -0.138873 -0.0114 0.3527 -0.1266
H 2.134549 -5.393903 -0.085715 0.3317 0.1399 -0.2090
H 3.943366 -4.259100 -1.620086 0.0223 0.3558 0.2018
H 2.801764 -3.216111 -0.808677 0.1796 -0.1277 0.3780
H 5.699643 -3.844676 -0.082130 -0.0973 0.1652 0.7071
H 4.641742 -2.896694 1.078384 0.1584 -0.4611 -0.0978
H 6.085061 -2.031803 -1.336742 -0.1939 0.2219 0.1934
H 4.370925 -1.725668 -1.490606 0.2126 0.2320 0.2370
H 5.958855 -0.957366 1.026428 -0.1393 0.2419 -0.1838
H 5.986907 0.118646 -0.373500 -0.2734 0.0558 0.3208
H 3.417537 -0.871970 0.997708 0.1243 0.2902 -0.0469
H 4.293217 0.490986 1.661847 -0.1522 0.3461 -0.4898
H 4.299240 0.325704 -2.082520 -0.0158 -0.0764 0.3231
H 0.435580 3.292179 -0.429680 -0.0988 -0.0423 -0.3288
H 0.381067 4.738701 -2.387376 0.2478 -0.3341 0.0832
H -0.720461 3.390669 -2.558778 0.3448 -0.1349 0.4385
H 0.855541 4.020198 -4.469884 0.1142 0.3840 0.5537
H 1.359027 1.636065 -4.951402 -0.2310 0.0541 0.2009
H 0.385058 1.313836 -3.516652 -0.1356 0.1133 -0.2767
H -0.343839 2.133563 -4.966456 0.0506 -0.0873 0.4048
H 1.682952 3.047616 1.472857 0.2833 -0.2344 -0.3886
H 2.480830 1.636969 2.108826 0.0613 -0.0290 -0.4671
H 0.124699 0.502747 0.930327 0.2366 0.3584 -0.1095
H 0.436542 0.886978 2.611623 0.0990 -0.1454 -0.4048
H -1.019149 2.577437 2.750238 0.3379 0.1483 -0.2353
H -0.449300 3.382348 1.288938 -0.1443 -1.0531 0.2916
H -2.639029 2.774180 0.654249 0.2493 -0.1518 0.0747
H -1.776699 1.336605 0.104632 -0.3150 -0.0117 0.2331
H -4.023309 1.375672 1.837429 0.2262 -0.3169 -0.1097
H -2.724947 1.373357 3.011812 -0.0746 0.1952 -0.3479
H -3.133484 -0.855400 2.833023 0.1817 -0.1579 -0.3353
H -1.670604 -0.643806 1.850269 -0.2504 -0.0119 -0.0098
H -3.260110 -0.607097 -0.246803 0.0152 -0.1329 0.2502
H -3.131026 -2.139814 0.643258 0.0287 0.3341 -0.2057
H -5.316033 -0.785118 1.916329 0.2841 -0.1703 -0.1710
H -5.528920 -0.513316 0.198915 0.1065 -0.1491 0.2347
H -4.820641 -3.369313 0.875134 -0.0925 0.3624 0.2590
H -6.403757 -2.812224 1.458761 0.2766 0.0341 -0.0881
H -6.230341 -3.913218 -0.862863 -0.0178 0.3200 -0.0825
H -7.249462 -2.487381 -0.655316 0.3630 0.2113 -0.2945
H -5.613264 -0.734299 -3.121140 0.0340 -0.3410 0.1520
H -6.510152 -2.254025 -3.426437 0.0498 0.2239 0.1562
H -7.110690 -1.065476 -2.241597 0.2481 -0.1686 0.0832
C -0.662904 6.508866 2.564977 -0.1430 0.0103 0.2417
Br -0.218839 5.663553 0.881815 0.0933 0.8793 -0.1962
Br -2.558972 6.473129 2.893194 0.2007 -0.0620 -0.0598
Br 0.336367 5.739548 4.023703 -0.0737 0.0029 -0.1508
H -0.368030 7.546985 2.484128 0.0240 -0.0737 -0.0575
```
Positions in Å, forces in eV/Å.

Calculated values
F_max = 0.0520 hartree/bohr
Spin multiplicity = 1
Total charge = +1

Atomic partial charges in e from the Löwdin method, atoms 1 to 4: -0.12 -0.24 -0.22 -0.20

---

Record 3
Entry from the Open Molecules 2025 dataset: the molecule C3H4FNO in a non-equilibrium geometry (ωB97M-V with the def2-TZVPD basis set).

XYZ file:
```
10
Properties=species:S:1:pos:R:3:forces:R:3
C 0.347594 0.071151 0.371336 -2.1790 0.7768 6.5509
C 0.184854 -0.219171 -0.961306 2.1204 -4.7657 3.7617
C -0.244850 0.547729 -1.796623 -1.9788 3.6846 -5.8683
H -0.204860 -0.824438 3.201224 1.2236 1.7996 -2.2767
H 0.055618 1.117704 0.840962 1.3314 -1.8401 -1.4631
H -0.377842 1.482264 -1.469704 -0.4863 3.6330 0.8785
H -0.429150 0.374030 -2.799936 -0.4374 -0.7093 -1.6465
N 0.188983 -0.895665 1.266182 1.0895 3.3228 -1.0204
O 0.164480 -0.161604 2.482574 -1.3528 -2.7847 2.4721
F 0.315172 -1.492001 -1.134708 0.6695 -3.1172 -1.3881
```
Positions in Å, forces in eV/Å.

Calculated values
F_max = 0.1401 hartree/bohr
Spin multiplicity = 1
ΔE to the lowest compared entry with this formula, charge and spin = 91.4 kcal per mole
SMILES = C=C(F)/C=N/O
Total charge = 0

Atomic partial charges in e from the natural (NBO) method, atoms 1 to 4: -0.05 0.33 -0.43 0.48

---

Record 4
Entry from the Open Molecules 2025 dataset: a cluster of 2 separate species, C5H14N2O in total in a non-equilibrium geometry (ωB97M-V with the def2-TZVPD basis set).

XYZ file:
```
22
Properties=species:S:1:pos:R:3:forces:R:3
C 0.839127 0.459544 -2.312304 0.2810 0.1638 -0.1294
C 0.256241 -0.049791 -1.001836 0.0268 -1.8291 -2.2192
C -1.039109 0.701777 -0.605709 -1.1023 -0.5598 0.6115
C -0.545573 1.908889 0.150411 0.1534 0.6192 -0.4813
O 0.223985 1.483044 1.159300 0.6969 -0.6646 -0.0445
N 0.205364 -1.425321 -0.990248 -0.2533 1.8283 0.5733
C -0.309657 -2.010744 0.208410 -0.1996 -0.8013 1.8197
N 0.250311 -1.540093 1.507139 -0.0549 -0.3382 -1.2931
H 0.187338 0.209170 -3.157084 0.0585 -0.0473 0.2307
H 0.978822 1.540898 -2.319350 -0.0820 -0.0123 0.1566
H 1.814300 0.010697 -2.481268 0.0419 -0.0991 -0.0889
H 0.913252 0.259893 -0.117976 -0.0904 0.7864 1.3187
H -1.730171 0.858162 -1.436195 0.3477 0.1391 -0.3254
H -1.573605 0.051549 0.088557 -0.0417 0.2122 0.1487
H -1.446720 2.474785 0.474828 0.1316 -0.2014 0.1236
H 0.019772 2.570203 -0.539153 -0.3239 0.1313 0.0672
H 0.070534 -0.540685 1.636389 0.1718 -0.0809 0.0423
H -1.389393 -1.921608 0.374873 -0.1787 0.3401 -0.7641
H -0.173060 -3.093441 0.170222 0.2845 0.0933 -0.1833
H 0.631183 0.168615 3.645236 -0.0255 -0.3342 0.3926
H 0.564830 -0.429144 4.104658 0.0632 0.4281 -0.2922
H 1.252225 -1.686404 1.441090 0.0951 0.2263 0.3368
```
Positions in Å, forces in eV/Å.

Calculated values
F_max = 0.0559 hartree/bohr
Spin multiplicity = 1
ΔE to the lowest compared entry with this formula, charge and spin = 168.2 kcal per mole
Total charge = 0

Atomic partial charges in e from the natural (NBO) method, atoms 1 to 4: -0.62 -0.15 -0.39 -0.08

---

no.,M (g/mol),electronic energy (eV),HOMO-LUMO gap (eV)
1,162.28,-31150.571,9.482
2,649.38,-244230.757,8.837
3,89.07,-9426.655,9.815
4,118.18,-10433.735,6.068